Arrangement a

Computed, not measured: an isolated molecule of C3H4BrNO2, with ωB97M-V/def2-TZVPD.

Each line ends with the Löwdin charge.
Geometry (Å):
C (-1.59, 0.88, -0.03)  -0.13
C (-0.59, -0.25, 0.14)  -0.04
C (0.95, -0.03, 0.06)  -0.60
Br (1.50, 1.77, 0.13)  0.79
N (1.81, -1.14, 0.05)  -0.48
O (1.27, -2.23, 0.12)  0.04
O (3.00, -1.01, 0.04)  0.07
H (-1.67, 1.05, -1.18)  0.14
H (-2.48, 0.51, 0.29)  0.03
H (-1.36, 1.84, 0.37)  0.04
H (-0.84, -1.38, -0.01)  0.14

Results
SMILES = C/C=C(\Br)[N+](=O)[O-]
Kohn-Sham gap (spin up / spin down) = 8.3 / 8.3 eV
net charge = 0
2S+1 = 1

=====

Arrangement b

Computed, not measured: a cluster of 2 separate species, C3H4BrNO2 in total, with ωB97M-V/def2-TZVPD.

Each line ends with the Löwdin charge.
Geometry (Å):
C (0.51, -0.32, 1.04)  -0.17
C (-0.45, -1.21, 0.95)  -0.22
C (1.63, -0.18, 2.08)  -0.12
N (-4.46, -0.40, 0.56)  0.18
O (-3.55, -0.30, -0.14)  -0.40
O (-1.19, -2.08, 0.78)  0.17
Br (-3.63, -0.07, -2.34)  0.23
H (0.36, 0.56, 0.56)  0.06
H (2.62, 0.17, 1.47)  0.12
H (1.23, 0.41, 2.99)  0.09
H (2.00, -1.16, 2.43)  0.06

Results
Kohn-Sham gap (spin up / spin down) = 7.8 / 7.1 eV
net charge = 0
2S+1 = 1

=====

Q: Which of them is the least stable? A: arrangement b.